1.
Molecular formula: C23H17Cl2N5
Method: DFT, ωB97M-V with the def2-TZVPD basis set

Each atom is followed by the atoms it is bonded to, with distances in Å.
Atoms and positions in Å:
1 H 0.8536 -1.1442 -2.4585  C9 1.123
2 H 6.9759 1.9338 3.3116  C32 1.075
3 H -2.4465 0.9831 -1.1966  C17 1.157
4 H 2.5237 0.4198 2.0757  C21 1.078
5 C 5.2933 2.5499 0.6455  C26 1.449, H37 1.086, N47 1.326
6 N -5.2152 1.9199 -2.1622  H7 1.020, C29 1.359, H39 0.992
7 H -4.7937 2.3802 -1.3556  N6 1.020
8 C 0.6481 -2.4199 0.6130  C15 1.361, C24 1.490, Cl40 1.799
9 C 0.4449 -0.2950 -1.8482  H1 1.123, H33 1.126, N42 1.547, C43 1.532
10 C -4.2036 -0.2954 -2.0431  C16 1.417, C17 1.431, C29 1.365
11 H 6.2570 3.4586 3.6301  C32 1.036
12 H -0.3229 0.1520 3.4262  C36 1.074
13 C -1.9410 -1.0948 -1.4079  C17 1.437, C20 1.403, N42 1.505
14 H -7.5031 -1.1871 -3.4297  C22 1.026
15 C 1.0985 -2.5765 1.8874  C8 1.361, H31 1.024, C45 1.408
16 C -4.5353 -1.6435 -2.3271  C10 1.417, C30 1.332, N46 1.349
17 C -2.8776 -0.0191 -1.5825  H3 1.157, C10 1.431, C13 1.437
18 C 3.4080 1.3700 0.3691  C21 1.433, C34 1.355, N47 1.344
19 C -0.4302 -0.2616 1.4294  C24 1.418, Cl35 1.805, C36 1.350
20 C -2.2980 -2.4168 -1.7118  C13 1.403, H27 1.075, C30 1.395
21 C 3.3245 1.0726 1.7685  H4 1.078, C18 1.433, C44 1.400
22 C -6.6466 -1.0160 -2.8906  H14 1.026, N28 1.286, N46 1.361
23 H 1.3577 -1.9092 3.9421  C45 1.148
24 C -0.1879 -1.2050 0.3990  C8 1.490, C19 1.418, N42 1.350
25 H -3.9290 -3.6105 -2.2807  C30 1.085
26 C 5.3452 2.2945 2.0708  C5 1.449, C32 1.515, C44 1.398
27 H -1.5289 -3.1671 -1.6717  C20 1.075
28 N -6.4666 0.2032 -2.5240  C22 1.286, C29 1.307
29 C -5.2557 0.5618 -2.1879  N6 1.359, C10 1.365, N28 1.307
30 C -3.6392 -2.5897 -2.0530  C16 1.332, C20 1.395, H25 1.085
31 H 1.7309 -3.3206 2.1953  C15 1.024
32 C 6.5252 2.8049 2.8719  H2 1.075, H11 1.036, C26 1.515, H38 1.112
33 H -0.0904 0.4005 -2.5534  C9 1.126
34 C 2.4293 0.9275 -0.4568  C18 1.355, C43 1.189
35 Cl -1.3513 1.2419 1.0414  C19 1.805
36 C -0.0450 -0.5748 2.6853  H12 1.074, C19 1.350, C45 1.441
37 H 5.9861 3.2927 0.2609  C5 1.086
38 H 7.2440 3.3710 2.2399  C32 1.112
39 H -6.1555 2.2146 -2.2730  N6 0.992
40 Cl 1.1530 -3.5378 -0.7036  C8 1.799
41 H 4.4052 1.2019 3.6516  C44 1.065
42 N -0.6003 -0.7659 -0.8090  C9 1.547, C13 1.505, C24 1.350
43 C 1.5905 0.4368 -1.1423  C9 1.532, C34 1.189
44 C 4.3735 1.4501 2.6160  C21 1.400, C26 1.398, H41 1.065
45 C 0.8593 -1.6685 2.9360  C15 1.408, H23 1.148, C36 1.441
46 N -5.7410 -2.0268 -2.7941  C16 1.349, C22 1.361
47 N 4.3769 2.1045 -0.2034  C5 1.326, C18 1.344

Results
Gap between HOMO and LUMO ... 8.21 eV
LUMO level ... -0.11 eV
HOMO level ... -0.30572 hartree
ΔE to the lowest compared entry with this formula, charge and spin ... 272.1 kJ/mol
Structure (SMILES) ... Cc1ccc(C#CCN(c2ccc3ncnc(N)c3c2)c2c(Cl)cccc2Cl)nc1
Molar mass ... 434.3 g/mol

Results of the Mulliken charge analysis, in e, for atoms 1 through 4: number 1, H, carries 0.3616; number 2, H, carries 0.3327; number 3, H, carries 0.2265; number 4, H, carries 0.1158

=====

2.
Molecular formula: C4H12NO
Method: DFT, ωB97M-V with the def2-TZVPD basis set

Each atom is followed by the atoms it is bonded to, with distances in Å.
Atoms and positions in Å:
1 C 0.3810 -1.2480 0.2754  N3 1.503, H10 1.085, C14 1.526, H18 1.087
2 H -1.4524 -0.8158 -0.7948  C14 1.096
3 N 1.1365 -0.3992 -0.7079  C1 1.503, H6 1.032, H7 1.018, H17 1.020
4 C -1.4464 0.3306 1.0411  C9 1.317, H11 1.091, C14 1.500
5 O 1.7169 1.7583 -2.3751  H13 0.960, H16 0.961
6 H 0.5426 -0.0524 -1.4768  N3 1.032
7 H 1.4992 0.4661 -0.3135  N3 1.018
8 H -1.8548 1.2203 2.9166  C9 1.089
9 C -1.5246 0.3477 2.3555  C4 1.317, H8 1.089, H15 1.083
10 H 0.7559 -0.9544 1.2498  C1 1.085
11 H -1.7235 1.2100 0.4581  C4 1.091
12 H -1.6539 -1.7732 0.5797  C14 1.095
13 H 1.9871 2.5560 -1.9142  O5 0.960
14 C -1.1025 -0.8901 0.2410  C1 1.526, H2 1.096, C4 1.500, H12 1.095
15 H -1.3650 -0.5233 2.9798  C9 1.083
16 H 1.7098 1.9320 -3.3207  O5 0.961
17 H 1.8632 -0.8615 -1.2546  N3 1.020
18 H 0.5307 -2.3031 0.0605  C1 1.087

Results
Net charge ... +1
Gap between HOMO and LUMO ... 10.28 eV
LUMO level ... -3.37 eV
HOMO level ... -0.50166 hartree
ΔE to the lowest compared entry with this formula, charge and spin ... 111.2 kJ/mol
Molar mass ... 90.1 g/mol

Results of the Mulliken charge analysis, in e, for atoms 1 through 4: number 1, C, carries -0.5513; number 2, H, carries 0.4359; number 3, N, carries -0.3193; number 4, C, carries -0.1153